# 1
100
Properties=species:S:1:pos:R:3:forces:R:3:mulliken_spin:R:1 method="wB97M-V/def2-TZVPD" multiplicity=6 de_lowest_kcal_mol=0.0 orbital_gap_ev="8.117 / 8.448" lumo_ev="-1.9 / -2.3" max_force_ha_per_bohr=0.106 total_charge=+1
O 1.42512 -2.60024 -3.93610 0.40 -0.54 1.49 -0.008
O 0.75020 -1.77008 -5.98426 -0.26 0.66 -0.83 0.000
C 2.83636 -2.74795 -3.52392 -0.23 -0.29 -0.16 0.001
C 2.99074 -2.43952 -2.05601 0.06 0.01 0.27 -0.008
H 3.40834 -2.06373 -4.16232 -0.26 -0.11 0.18 0.000
H 3.14039 -3.77774 -3.75666 -0.06 0.21 0.02 0.000
H 2.60673 -1.44632 -1.80523 0.14 -0.12 -0.13 0.002
H 4.05204 -2.49000 -1.79094 -0.13 0.09 -0.08 0.000
H 2.47342 -3.16524 -1.41915 0.16 0.14 -0.13 0.001
C 0.43218 -3.45276 -3.25153 0.25 0.37 0.12 0.002
C -0.01337 -4.56261 -4.16367 -0.03 -0.20 0.05 0.000
H -0.38294 -2.77877 -2.96132 0.27 -0.23 0.00 -0.001
H 0.91970 -3.80813 -2.34138 -0.28 -0.03 -0.22 -0.001
H -0.49641 -4.17164 -5.07050 0.21 -0.20 0.20 0.000
H -0.74208 -5.17495 -3.62219 0.07 0.04 -0.14 0.000
H 0.83807 -5.20599 -4.42226 -0.27 0.14 -0.10 0.000
C -0.40923 -0.87035 -6.01350 -0.17 0.19 -0.55 0.000
C 1.93060 -1.31663 -6.71774 -0.11 0.07 0.02 0.000
C -1.27563 -0.99560 -4.78510 -0.14 0.02 0.39 -0.005
H -0.95777 -1.17643 -6.91516 0.07 0.21 0.24 0.000
H -0.07394 0.17397 -6.13782 0.09 -0.50 0.10 0.000
H -1.59026 -2.03251 -4.60074 0.06 0.30 -0.10 0.000
H -2.18799 -0.39738 -4.93027 0.29 -0.19 -0.09 0.000
H -0.78742 -0.58493 -3.88729 -0.01 -0.21 -0.26 0.005
C 2.55223 -2.48172 -7.44170 0.11 0.01 -0.18 0.000
H 2.62812 -0.88269 -5.98547 -0.23 0.05 -0.22 0.000
H 1.60366 -0.53516 -7.40949 0.07 -0.14 0.13 0.000
H 2.95446 -3.22566 -6.74928 -0.09 0.03 -0.05 0.000
H 3.38667 -2.08855 -8.02731 -0.01 -0.14 -0.01 0.000
H 1.84613 -2.96446 -8.12696 0.12 0.13 0.19 0.000
H 1.10436 -2.26023 -4.96392 -0.06 0.34 0.05 0.003
N -0.57374 -0.09338 1.11508 -0.95 -0.76 0.65 0.101
C -1.48352 0.22354 2.06856 0.83 -0.33 -0.69 0.086
C -2.23426 1.40889 2.03397 -0.27 -0.14 0.52 0.107
C -2.42906 2.25237 0.92969 0.80 0.41 -0.98 0.045
C -1.68869 -0.74550 3.19390 -0.38 0.04 0.54 0.017
H -0.73512 -1.07170 3.63471 -0.25 0.08 -0.28 0.000
H -2.24394 -1.63862 2.87054 0.23 0.25 0.03 0.001
H -2.27902 -0.25554 3.97542 0.11 -0.20 -0.10 -0.001
C -3.60162 3.19100 0.90601 -0.44 0.02 0.50 0.009
H -4.33073 2.93072 0.12265 0.34 0.04 0.16 0.000
H -3.29670 4.23679 0.75581 0.00 -0.39 -0.09 0.000
H -4.11066 3.12386 1.87377 -0.02 0.10 -0.26 0.001
N -1.57080 2.25545 -0.10706 -2.05 0.45 0.70 0.081
C -0.20979 -1.46734 0.91512 -0.24 -0.68 0.49 0.020
C 1.03374 -1.95987 1.36367 -0.41 0.16 -0.22 -0.056
C 1.99794 -1.08659 2.09652 0.51 0.14 0.23 0.030
C 1.34205 -3.30641 1.18207 -0.14 -0.21 -0.15 -0.005
H 2.31383 -3.66858 1.51942 -0.25 0.05 -0.03 0.000
C 0.42663 -4.18636 0.61123 -0.10 0.21 -0.12 0.010
H 0.67505 -5.23581 0.48606 -0.01 0.09 0.06 0.001
C -0.82435 -3.71214 0.21729 0.45 -0.11 0.03 -0.007
H -1.56213 -4.39436 -0.20606 0.14 0.12 0.12 0.001
C -1.15734 -2.36935 0.36971 0.31 0.25 0.18 -0.019
C -2.54798 -1.94143 0.01856 -0.45 0.27 -0.30 0.000
C -1.90638 2.89528 -1.33894 -0.10 0.35 -0.85 0.018
C -1.39183 4.17793 -1.61955 -0.02 -0.46 -0.14 -0.059
C -0.73736 4.98563 -0.54530 0.37 0.27 0.27 0.027
C -1.48819 4.68403 -2.91859 -0.24 -0.21 -0.05 0.000
H -1.04163 5.65944 -3.13240 -0.22 -0.32 0.01 0.001
C -2.13809 3.95824 -3.91738 0.02 0.02 0.00 0.009
H -2.19509 4.35606 -4.93224 0.01 -0.11 0.30 0.001
C -2.72752 2.73040 -3.61486 0.00 0.32 0.16 -0.008
H -3.27297 2.16532 -4.37668 0.14 0.27 0.20 0.001
C -2.64689 2.20140 -2.32511 0.58 0.33 0.15 -0.022
C -3.29163 0.88572 -2.02894 -0.26 -0.39 -0.09 0.004
Fe 0.12846 1.46382 0.24029 -0.35 1.00 3.12 4.293
H 2.46570 -0.33374 1.44867 -0.18 -0.08 0.16 -0.006
H 2.80838 -1.70833 2.49962 -0.17 0.22 -0.06 0.000
H 1.53011 -0.56040 2.94091 0.10 -0.06 -0.33 0.000
H -2.58112 -0.89643 -0.30792 0.00 -0.30 0.23 0.002
H -3.24343 -2.05027 0.86837 0.26 0.06 -0.23 0.001
H -2.94729 -2.56308 -0.79712 0.09 0.15 0.24 0.000
H -0.31153 5.90000 -0.97563 -0.11 -0.15 0.17 0.000
H 0.07780 4.45255 -0.03629 -0.25 0.11 -0.16 0.003
H -1.45695 5.28261 0.23264 0.20 -0.07 -0.21 0.005
H -3.74361 0.86117 -1.02887 0.16 -0.08 -0.23 -0.002
H -2.57429 0.05538 -2.10932 -0.10 0.20 0.14 0.002
H -4.08811 0.67988 -2.75712 0.16 0.09 0.18 0.001
H -2.85673 1.60943 2.90700 0.15 -0.14 -0.31 0.001
C 0.94087 1.16189 -1.31767 2.07 -1.73 -4.74 0.057
Si 1.97925 2.18420 -2.54266 -0.24 -0.14 0.54 0.000
H 0.11103 0.74014 -1.94438 0.26 0.23 0.27 -0.045
H 1.53603 0.24910 -1.05143 -0.08 0.49 -0.07 0.080
C 3.55478 1.22205 -2.85104 0.27 0.09 -0.07 0.021
C 2.48187 3.89341 -1.98791 0.14 0.14 0.12 0.010
C 1.04069 2.35923 -4.15999 -0.10 -0.01 -0.33 0.024
H 0.97135 3.41615 -4.45368 -0.01 -0.28 0.01 0.001
H 0.01946 1.96558 -4.09772 0.08 0.11 0.03 -0.008
H 1.56281 1.82083 -4.96366 -0.06 0.10 0.07 0.000
H 4.10570 1.07408 -1.91238 -0.07 -0.02 -0.19 0.000
H 4.19484 1.79872 -3.53352 -0.03 -0.21 0.11 0.000
H 3.35673 0.24234 -3.30199 0.04 0.09 0.04 -0.005
H 2.87935 3.89810 -0.96322 -0.10 0.05 -0.24 -0.001
H 1.66506 4.62541 -2.05712 0.18 -0.21 0.06 -0.001
H 3.28738 4.22346 -2.66494 -0.22 0.01 0.20 0.000
F 1.56748 3.72399 1.46819 0.27 -0.88 0.18 0.009
C 1.57257 2.33098 1.51131 0.08 0.48 0.67 0.148
F 2.89006 1.96591 1.24255 -0.86 0.37 0.24 0.006
F 1.36803 2.01408 2.85124 0.37 0.32 -0.77 0.020

---

# 2
103
Properties=species:S:1:pos:R:3:forces:R:3:lowdin_charge:R:1 method="wB97M-V/def2-TZVPD" orbital_gap_ev=9.009 lumo_ev=-2.0 max_force_ha_per_bohr=0.108 total_charge=+1
K -1.51422 0.03818 -0.11518 -0.14 -0.01 -0.10 0.795
C -0.16022 -2.68982 -2.55618 1.34 -2.20 -0.36 -0.265
C 1.17678 -2.55482 -1.86118 3.19 1.14 -2.11 -0.184
O 2.12678 -3.38982 -2.61618 -0.04 -0.30 0.76 -0.092
O -1.14322 -1.88382 -2.06818 -1.74 2.27 0.55 -0.129
H -0.59522 -3.69582 -2.44818 1.06 -0.33 -0.20 0.138
H 0.14478 -2.56382 -3.59018 -0.60 0.33 -0.61 0.128
H 1.26778 -2.92382 -0.90118 -0.61 -0.33 2.37 0.060
H 1.75178 -1.52982 -1.93118 -2.07 -1.22 0.36 0.147
H 2.85078 -3.65282 -1.98918 -0.93 0.27 -0.82 0.082
H -1.97522 -2.07282 -2.52918 0.39 0.01 0.16 0.125
C -2.48822 -3.17682 1.69582 -1.40 -0.85 0.04 -0.227
C -1.21222 -3.35782 0.82282 -2.67 -1.77 2.67 -0.236
O -0.57822 -2.18182 0.95982 1.76 2.43 -0.39 -0.154
O -3.26022 -4.33682 1.56382 -1.81 -2.14 0.18 -0.088
H -3.14622 -2.33782 1.41782 0.86 0.16 -0.22 0.097
H -2.29722 -3.10982 2.77082 0.88 0.59 -0.20 0.119
H -1.39622 -3.63882 -0.19118 -0.42 -0.29 -0.69 0.107
H -0.63522 -4.12782 1.36082 -0.21 -0.31 -0.59 0.142
H 0.27578 -2.48982 1.23882 1.81 0.90 0.24 0.040
H -3.96522 -4.51882 2.25282 1.57 0.86 -1.12 0.127
C -2.83322 4.71518 1.59082 -0.65 0.16 2.80 -0.280
C -1.76322 3.74718 1.72282 -2.36 -3.82 0.96 -0.252
O -2.04422 2.63918 0.87582 -0.23 0.17 -1.91 -0.138
O -2.30022 5.86918 2.06482 1.15 3.91 0.73 -0.030
H -3.68422 4.53018 2.24582 -0.51 -0.93 -0.46 0.140
H -3.15322 4.83718 0.59982 -0.44 0.40 -1.54 0.122
H -1.65822 3.36918 2.74182 -0.41 -0.17 0.15 0.138
H -0.85422 4.10618 1.52482 3.52 1.98 -1.27 0.086
H -2.24322 3.09418 0.00582 0.38 -1.13 1.16 0.113
H -2.03922 5.87718 3.00582 -0.48 -0.41 -0.78 0.124
C 0.66978 1.49518 1.69282 0.81 -0.29 0.69 -0.080
O 2.10578 1.31818 1.79882 0.00 -0.70 0.45 -0.177
C 2.43278 -0.04882 1.41282 1.55 0.76 -1.30 -0.201
C 2.42678 -1.17782 2.44182 -2.58 0.85 -0.33 -0.175
N 2.27278 -2.52182 1.85182 0.51 1.17 -1.09 -0.072
C 3.45778 -3.02582 1.06482 -1.57 0.06 1.48 -0.149
C 3.28078 -4.52582 0.92582 -1.84 1.65 -4.96 -0.218
O 4.08678 -4.86282 -0.22818 -0.41 -1.84 1.09 -0.204
C 3.93478 -6.27382 -0.58918 0.20 0.42 0.41 -0.075
H 0.27778 2.24718 2.41882 0.74 -0.61 -0.40 0.101
H 0.29978 0.49418 1.98182 -0.74 0.73 -0.50 0.051
H 0.37378 1.84818 0.68282 0.21 -0.49 0.40 0.069
H 3.46478 -0.13282 0.96182 -0.75 1.00 0.47 0.139
H 1.80578 -0.16982 0.54182 -0.53 -1.15 -0.20 0.090
H 1.46778 -1.09782 3.05182 1.42 0.24 -0.15 0.129
H 3.32078 -1.16182 3.03482 0.35 0.45 0.66 0.118
H 2.14278 -2.94382 2.72682 0.06 -2.21 0.96 0.089
H 4.39178 -3.01982 1.63582 0.23 1.28 -0.30 0.131
H 3.38078 -2.40582 0.13882 0.84 -1.01 0.51 0.128
H 2.24778 -4.73282 0.56682 0.10 0.06 0.59 0.123
H 3.40578 -5.01782 1.82782 1.01 -1.32 1.68 0.104
H 4.67278 -6.41682 -1.37518 0.09 -0.37 0.27 0.090
H 2.95978 -6.55682 -0.99218 -0.31 0.72 -0.19 0.081
H 4.02678 -6.97082 0.27382 0.64 0.64 -0.37 0.097
C -5.09822 2.48318 -3.53118 -1.85 1.63 -1.20 -0.110
O -5.63922 1.68318 -2.52518 0.37 0.15 -0.56 -0.165
C -4.67122 1.15918 -1.70418 -0.05 -0.38 0.82 -0.266
C -5.45922 0.28918 -0.72518 2.53 -2.22 -2.21 -0.147
N -4.41922 -0.30882 0.18682 -1.96 -0.42 0.04 -0.063
C -4.49022 0.54118 1.34682 1.94 0.68 2.00 -0.239
C -3.81022 0.06318 2.67282 -0.30 1.82 -2.28 -0.185
O -2.49922 -0.20582 2.29282 1.29 -1.79 1.18 -0.307
C -1.64722 -0.52682 3.40282 0.45 -0.07 -0.21 -0.085
H -4.90922 2.00818 -4.50018 0.61 -0.71 0.42 0.089
H -4.24422 3.09918 -3.19718 -0.35 -0.20 -0.11 0.095
H -5.98322 3.10118 -3.81718 0.97 0.32 0.25 0.106
H -4.10322 1.95418 -1.14718 -0.53 -0.24 -0.14 0.125
H -3.87922 0.63818 -2.25118 -0.17 -0.52 -0.20 0.109
H -5.99622 -0.57982 -1.24918 0.66 1.56 0.54 0.161
H -6.12522 0.96418 -0.27718 -1.26 0.46 1.01 0.102
H -4.88422 -1.18882 0.45182 0.77 0.17 0.08 0.120
H -5.44322 0.67718 1.67082 -3.48 0.03 0.77 0.081
H -4.25822 1.58718 1.11182 0.92 -0.42 -0.15 0.113
H -4.45222 -0.69582 3.13582 0.75 -0.60 0.01 0.136
H -3.75222 0.92518 3.32582 -0.52 0.29 0.51 0.127
H -2.07922 -1.23882 4.15282 0.25 0.79 -0.71 0.121
H -1.26522 0.38918 3.80282 -0.69 0.99 1.22 0.082
H -0.66422 -0.85782 3.06282 -0.59 -1.06 -0.53 0.049
C 7.02078 4.14018 -0.13518 -0.02 -3.03 0.87 -0.131
O 5.62578 4.07218 -0.26418 -0.05 -0.58 -0.25 -0.157
C 5.29778 2.87018 -0.98318 -0.51 0.22 -0.34 -0.184
C 3.74978 2.70918 -1.07518 2.12 -1.96 0.83 -0.181
N 3.34878 1.92818 -2.21118 -1.20 -1.77 2.82 -0.029
C 1.96778 1.45618 -2.26418 1.01 -2.40 -0.43 -0.218
C 0.77178 2.37718 -2.16718 2.07 0.31 -0.80 -0.230
O -0.35822 1.56818 -1.99718 -0.95 0.13 -1.03 -0.285
C -0.67122 0.86218 -3.23418 -0.35 0.34 0.24 -0.065
H 7.43078 4.94518 0.33582 -0.01 2.87 1.44 0.056
H 7.60078 4.05318 -1.00518 0.21 -0.12 -2.07 0.071
H 7.41478 3.30218 0.47482 -0.43 -0.05 -0.03 0.100
H 5.73578 1.97818 -0.54318 0.30 -0.05 0.32 0.116
H 5.73578 2.99218 -1.98318 -0.23 -0.26 -0.12 0.124
H 3.48978 3.69118 -1.12418 -1.65 2.96 0.10 0.085
H 3.36378 2.20418 -0.19018 0.02 0.36 0.25 0.110
H 3.51978 2.42518 -2.99418 0.84 1.75 -3.33 0.068
H 1.77178 0.53318 -1.61118 0.50 1.50 -0.14 0.115
H 1.97778 0.97018 -3.23218 -0.37 -0.11 -0.49 0.111
H 0.78678 3.01418 -3.10418 -0.64 -0.44 1.01 0.152
H 1.01978 2.98418 -1.30818 -0.95 0.50 0.46 0.114
H 0.02078 0.01218 -3.38818 -0.30 0.67 -0.17 0.085
H -0.73322 1.57318 -4.09718 0.41 -0.56 0.67 0.119
H -1.67522 0.44818 -3.10118 0.18 0.06 0.01 0.064

---

# 3
17
Properties=species:S:1:pos:R:3:forces:R:3:lowdin_charge:R:1 method="wB97M-V/def2-TZVPD" smiles="C=CCCN.O" de_lowest_kcal_mol=101.3 orbital_gap_ev=9.428 lumo_ev=0.7 max_force_ha_per_bohr=0.107
C -0.46129 1.24222 -1.79537 -0.32 -0.57 0.48 -0.022
C -1.58080 1.00988 -1.07145 0.75 1.82 -0.17 -0.203
C -1.44622 0.73966 0.39894 -1.35 2.16 1.11 -0.264
C -1.59255 -0.70589 0.71824 4.97 -1.05 -0.84 -0.338
N -2.82041 -1.13667 0.12529 0.93 0.67 -2.36 0.041
H 0.51138 1.64733 -1.40784 -0.74 -1.46 -0.29 0.072
H -0.63236 0.79193 -2.76114 0.68 1.48 -1.20 0.043
H -2.50092 1.40688 -1.62319 0.63 -2.15 0.93 0.129
H -2.24141 1.29583 0.93891 0.41 -0.09 -0.03 0.114
H -0.47365 1.07349 0.72680 0.37 0.42 0.17 0.098
H -0.48147 -1.13531 0.50088 -2.51 0.14 -1.18 0.153
H -1.48734 -1.11326 1.72347 -0.70 1.26 0.87 0.100
H -2.78802 -2.00505 -0.33248 0.51 -1.20 -1.34 0.066
H -3.13806 -1.40794 0.95545 -3.63 -1.43 3.84 0.011
O 6.43237 -0.69009 1.13670 -1.62 0.97 1.38 -0.108
H 6.33815 -0.57428 0.18247 -0.36 0.21 0.36 0.024
H 5.66279 -0.21743 1.62389 1.97 -1.18 -1.74 0.084